The following is a DFT calculation (ωB97M-V/def2-TZVPD) of C42H48NP2Sb2Ti as an isolated structure in a non-equilibrium geometry.

The total energy is -100584.7969 eV. As for the expectation value of S²: 2.0082. The multiplicity is 3. The calculation puts the molar mass at 920.19 g/mol. Its total charge is +1. Its HOMO-LUMO gap (spin up / spin down) is 7.8360 / 7.7457 eV. The value obtained for the relative energy (zero: lowest compared OMol25 entry of this formula, charge and spin) is 6.42 kcal per mole.

Each line ends with the Löwdin spin population.
CARTESIAN COORDINATES (ANGSTROEM)
Ti  -0.9882  -0.7700  0.5268  1.75
C  -3.3216  -0.7939  1.1806  0.01
C  -3.1366  -1.9744  0.3910  0.00
C  -2.2366  -2.8193  1.0734  0.01
C  -1.7930  -2.1456  2.2265  0.02
C  -2.4591  -0.9069  2.3288  0.01
H  -3.9802  0.0556  1.0149  0.00
H  -3.5445  -2.1473  -0.6091  0.00
H  -2.0364  -3.8416  0.8209  0.00
H  -1.1329  -2.5623  2.9685  0.01
H  -2.4741  -0.3018  3.2192  0.00
C  1.9006  -1.3785  -3.1918  0.00
N  0.9995  -1.1376  -2.1087  0.01
P  1.2065  -1.5752  -0.5165  0.06
C  2.7709  -0.7131  -0.1801  0.01
C  2.7476  0.7165  -0.1538  0.01
C  3.8909  1.4879  0.0499  0.00
C  5.0882  0.8294  0.2509  0.00
C  5.1425  -0.5635  0.2345  0.00
C  3.9946  -1.3509  0.0443  0.00
C  1.6929  -3.2749  -0.4232  0.01
C  1.6351  -3.8558  0.8433  0.00
C  1.9318  -5.1903  1.0674  0.00
C  2.1341  -6.0298  -0.0664  0.00
C  2.1215  -5.4794  -1.3214  0.00
C  1.9744  -4.1005  -1.4893  0.00
P  -0.5943  -0.5261  -2.2263  0.02
C  -1.4491  -1.8839  -3.0574  0.00
C  -1.8756  -1.8938  -4.3792  0.00
C  -2.3659  -3.0460  -4.9644  0.00
C  -2.5466  -4.1680  -4.1801  0.00
C  -2.1415  -4.1923  -2.8480  0.00
C  -1.5611  -3.0585  -2.2976  0.01
C  -0.4611  0.9070  -3.3167  0.00
C  0.6946  1.6757  -3.2049  0.00
C  0.8710  2.7956  -4.0104  0.00
C  -0.1690  3.1969  -4.8376  0.00
C  -1.3224  2.4523  -4.9545  0.00
C  -1.4663  1.3058  -4.1742  0.00
H  2.8571  -1.7383  -2.7375  0.00
H  2.0807  -0.4666  -3.7658  0.00
H  1.6102  -2.1915  -3.8611  0.00
H  1.8261  1.2605  -0.2287  0.00
H  3.8251  2.5571  0.0698  0.00
H  6.0213  1.3951  0.3657  0.00
H  6.0709  -1.0381  0.3779  0.00
H  4.0496  -2.4097  0.0391  0.00
H  1.3501  -3.2694  1.7088  0.00
H  1.9249  -5.6983  2.0042  0.00
H  2.3252  -7.0634  0.1123  0.00
H  2.1874  -6.0476  -2.2386  0.00
H  1.9679  -3.6938  -2.5099  0.00
H  -1.6968  -1.0255  -5.0189  0.00
H  -2.6480  -3.0401  -6.0167  0.00
H  -2.9426  -5.0981  -4.5917  0.00
H  -2.2473  -5.0964  -2.2349  0.00
H  -1.2559  -3.0579  -1.2484  0.01
H  1.4965  1.3547  -2.5471  0.00
H  1.7850  3.3462  -3.9455  0.00
H  -0.0250  4.0878  -5.3883  0.00
H  -2.1491  2.7348  -5.6067  0.00
H  -2.3643  0.7176  -4.2343  0.00
C  -1.6352  2.4839  -0.0063  0.01
Sb  -1.1229  4.5214  -0.1925  0.00
C  -3.1047  5.4478  -0.0300  0.00
C  -0.4699  4.7805  1.8632  0.00
C  -1.0790  3.9233  2.9378  0.00
C  -2.3883  4.3205  3.2837  0.00
C  -3.0771  3.7400  4.3415  0.00
C  -2.4365  2.7580  5.1252  0.00
C  -1.1552  2.3703  4.7719  0.00
C  -0.4584  2.9246  3.6819  0.00
C  0.9053  2.4309  3.3070  0.00
Sb  0.8885  0.4236  2.6623  0.01
C  3.0019  0.1530  2.9166  0.00
C  0.4075  -0.6204  4.4892  0.00
H  -0.6425  1.9367  0.2159  0.00
H  -1.8703  1.9410  -0.9051  0.00
H  -2.3870  2.2507  0.7118  0.00
H  -3.0339  6.4450  0.4034  0.00
H  -3.7985  4.8677  0.5547  0.00
H  -3.5241  5.5643  -1.0371  0.00
H  -0.7414  5.7904  2.1220  0.00
H  0.6245  4.7685  1.8658  0.00
H  -2.8822  5.1161  2.6855  0.00
H  -4.0812  4.0056  4.5498  0.00
H  -2.9032  2.2840  5.9703  0.00
H  -0.6823  1.6255  5.4433  0.00
H  1.5399  2.4831  4.2131  0.00
H  1.3292  3.0861  2.5503  0.00
H  3.1539  0.2206  3.9839  0.00
H  3.5590  0.9616  2.4477  0.00
H  3.2235  -0.8430  2.5063  0.00
H  0.8100  -0.1205  5.3792  0.00
H  0.9249  -1.5692  4.3861  0.00
H  -0.6837  -0.7322  4.5686  0.00